1.
Formula: C68H48O20
Source: the OMol25 dataset
Level of theory: ωB97M-V/def2-TZVPD

Summary:
- Net charge: 0
- LUMO level: -1.453 eV
- Structure (SMILES): O=C1c2ccccc2C(=O)c2ccccc21.O=C1c2ccccc2C(=O)c2ccccc21.O=C1c2ccccc2C(=O)c2ccccc21.O=C1c2ccccc2C(=O)c2ccccc21.O=C1OCCO1.O=C1OCCO1.O=C1OCCO1.O=C1OCCO1
- Orbital gap: 0.298 hartree

The geometry in XYZ format:
```
136
Properties=species:S:1:pos:R:3:mulliken_charge:R:1
C 2.995 7.994 1.016 -0.0838
C 2.009 7.859 -0.206 -0.4407
O 1.981 6.395 -0.379 -0.3590
C 2.939 5.834 0.288 0.6848
O 3.263 4.721 0.125 -0.5332
O 3.616 6.744 1.144 -0.3772
H 2.418 8.243 1.934 0.1476
H 3.740 8.740 0.959 0.3632
H 2.221 8.301 -1.146 0.3689
H 0.987 8.168 0.023 0.2406
C 5.603 -2.780 0.655 -0.2045
C 4.201 -2.501 1.193 0.0815
O 4.468 -1.389 2.121 -0.4008
C 5.546 -0.751 1.624 0.1367
O 6.006 0.231 2.128 -0.5803
O 6.147 -1.457 0.637 0.3567
H 5.550 -3.143 -0.393 0.1078
H 6.214 -3.560 1.182 0.2668
H 3.770 -3.278 1.762 0.4840
H 3.431 -2.241 0.418 -0.2309
C -5.457 -6.982 -3.997 -0.3097
C -5.880 -6.388 -2.623 -0.1072
O -4.810 -5.491 -2.351 -0.1926
C -3.711 -5.842 -3.006 0.6339
O -2.574 -5.460 -2.845 -0.5832
O -4.035 -6.626 -4.043 -0.3645
H -5.909 -6.538 -4.884 0.2763
H -5.509 -8.038 -4.059 0.2564
H -5.814 -7.144 -1.867 0.2994
H -6.795 -5.785 -2.541 0.0930
C 1.999 -1.969 -4.916 -0.2718
C 3.421 -1.502 -4.525 0.3487
O 4.189 -2.219 -5.631 -0.3549
C 3.355 -2.504 -6.670 0.5925
O 3.712 -3.007 -7.683 -0.5580
O 2.128 -2.119 -6.354 -0.3905
H 1.273 -1.220 -4.758 0.2574
H 1.803 -2.887 -4.384 0.2754
H 3.916 -1.818 -3.603 -0.0447
H 3.620 -0.465 -4.779 0.1868
C 7.029 -4.661 -3.262 -1.0295
C 6.517 -3.639 -4.000 -0.2611
C 6.675 -2.321 -3.668 -1.5528
C 7.414 -2.005 -2.498 0.7042
C 7.932 -3.023 -1.760 0.3589
C 7.747 -4.326 -2.133 -0.5659
C 8.811 -2.777 -0.525 0.5644
O 9.246 -3.663 0.178 -0.6625
C 9.177 -1.278 -0.272 0.2345
C 9.979 -1.013 0.819 -0.6316
C 10.106 0.241 1.310 -0.5839
C 9.444 1.313 0.691 -0.5026
C 8.674 1.057 -0.450 -0.7453
C 8.463 -0.268 -0.882 0.4931
C 7.502 -0.600 -1.990 0.8627
O 6.835 0.254 -2.595 -0.7711
H 6.750 -5.673 -3.526 0.4176
H 5.988 -3.928 -4.900 0.4341
H 6.223 -1.503 -4.188 0.9410
H 8.246 -5.073 -1.574 0.5820
H 10.504 -1.811 1.349 0.4021
H 10.752 0.374 2.127 0.4892
H 9.553 2.388 1.001 0.3402
H 8.107 1.879 -0.792 0.4367
C -13.266 -6.270 0.838 -0.7182
C -12.470 -7.366 1.293 -0.4455
C -11.073 -7.364 1.059 -0.6840
C -10.448 -6.348 0.358 0.3470
C -11.231 -5.264 -0.148 0.2827
C -12.586 -5.278 0.106 -0.2979
C -10.650 -4.211 -0.974 0.2640
O -11.329 -3.475 -1.650 -0.6005
C -9.159 -4.105 -0.795 0.0412
C -8.534 -2.937 -1.174 -0.5002
C -7.242 -2.563 -0.843 -0.7566
C -6.450 -3.561 -0.360 0.2335
C -6.975 -4.812 0.029 -0.9117
C -8.334 -5.050 -0.126 0.6777
C -8.989 -6.367 0.355 0.3854
O -8.321 -7.322 0.726 -0.6682
H -14.287 -6.180 1.221 0.3788
H -12.891 -8.225 1.741 0.4357
H -10.538 -8.236 1.377 0.4425
H -13.198 -4.393 -0.163 0.3446
H -9.193 -2.194 -1.652 0.4188
H -6.867 -1.583 -1.087 0.4599
H -5.425 -3.437 -0.087 0.3847
H -6.397 -5.569 0.568 0.4948
C 4.168 1.206 -0.158 -0.6322
C 3.727 2.020 0.862 -1.0374
C 2.430 1.798 1.281 -0.1764
C 1.563 0.910 0.601 0.8377
C 2.021 0.088 -0.479 0.7902
C 3.403 0.261 -0.801 -0.7404
C 1.188 -0.928 -1.185 0.1179
O 1.678 -1.606 -2.063 -0.6422
C -0.268 -0.946 -0.818 0.3365
C -1.108 -1.800 -1.527 -0.9901
C -2.468 -1.803 -1.267 -0.2549
C -3.041 -0.873 -0.373 -0.8908
C -2.164 -0.041 0.319 0.0090
C -0.829 -0.009 0.103 -0.0735
C 0.084 0.905 0.900 -0.0851
O -0.358 1.623 1.781 -0.6919
H 5.178 1.308 -0.570 0.3286
H 4.439 2.603 1.377 0.7313
H 1.940 2.252 2.166 0.5405
H 3.775 -0.304 -1.601 0.6618
H -0.581 -2.256 -2.338 0.5467
H -3.091 -2.536 -1.830 0.3643
H -4.078 -0.931 -0.177 0.5147
H -2.632 0.592 1.067 0.4455
C -2.774 10.891 6.367 -0.5458
C -2.098 11.568 5.337 -0.4434
C -1.471 10.872 4.361 -0.8509
C -1.299 9.432 4.469 0.2706
C -1.883 8.800 5.555 0.4105
C -2.551 9.569 6.559 -0.6231
C -1.759 7.314 5.641 0.4551
O -2.115 6.721 6.647 -0.6505
C -1.273 6.559 4.472 0.6876
C -1.500 5.226 4.384 -0.6876
C -0.938 4.438 3.339 -0.4559
C -0.190 5.110 2.330 -0.8382
C -0.075 6.511 2.395 -0.5427
C -0.622 7.259 3.469 0.3333
C -0.489 8.760 3.382 0.3864
O 0.057 9.364 2.486 -0.6385
H -3.265 11.478 7.117 0.3751
H -2.134 12.624 5.227 0.4045
H -0.961 11.269 3.513 0.4893
H -3.007 9.004 7.344 0.4755
H -2.096 4.755 5.177 0.4290
H -1.138 3.362 3.229 0.4910
H 0.273 4.508 1.595 0.6573
H 0.483 7.113 1.699 0.3673
```

2.
Formula: C12H16BF8N6S2V
Source: the OMol25 dataset
Level of theory: ωB97M-V/def2-TZVPD

Summary:
- Net charge: 0
- ΔE to the lowest compared entry with this formula, charge and spin: 0.078 eV
- <S²>: 2.016
- LUMO level (spin up / spin down): -0.105 / -0.036 eV
- Orbital gap (spin up / spin down): 0.289 / 0.298 hartree
- Spin multiplicity: 3

The geometry in XYZ format:
```
46
Properties=species:S:1:pos:R:3:lowdin_spin:R:1
V -0.045 -0.291 0.429 1.8855
C -0.625 -2.083 -1.986 0.0013
N 0.544 -1.595 -1.252 -0.0122
C 1.365 -2.736 -0.859 0.0021
C 1.316 -0.691 -2.106 0.0025
C 0.638 0.691 -2.134 0.0062
N -0.362 0.725 -1.099 -0.0032
C -1.431 1.517 -1.278 0.0027
C -2.619 1.219 -0.576 0.0003
F -2.573 0.148 0.265 0.0082
C -3.800 1.904 -0.757 0.0001
F -4.898 1.515 -0.095 0.0001
C -3.876 2.965 -1.647 0.0002
C -2.719 3.314 -2.320 0.0000
F -2.749 4.358 -3.164 0.0000
C -1.530 2.624 -2.155 -0.0002
F -0.445 3.062 -2.837 -0.0001
H -0.309 -2.649 -2.872 -0.0003
H -1.221 -2.724 -1.339 0.0000
H -1.248 -1.246 -2.302 0.0001
H 1.757 -3.258 -1.741 -0.0002
H 2.197 -2.392 -0.243 0.0004
H 0.764 -3.430 -0.273 0.0000
H 2.319 -0.602 -1.691 0.0002
H 1.405 -1.100 -3.120 0.0000
H 1.384 1.479 -1.965 -0.0003
H 0.180 0.856 -3.117 0.0005
H -4.794 3.501 -1.808 0.0000
N 1.107 -1.419 2.808 0.0022
N 2.403 -0.960 3.044 0.0019
C 2.968 -0.120 2.164 0.0057
N 4.186 0.376 2.437 0.0033
S 2.315 0.194 0.655 0.0004
H 0.409 -0.868 3.312 0.0005
H 1.022 -2.396 3.082 0.0000
H 2.752 -0.944 4.002 0.0002
H 4.568 0.360 3.369 -0.0001
H 4.573 1.027 1.774 -0.0002
F 0.965 1.390 3.267 0.0004
B -0.237 1.749 2.661 0.0009
F -1.024 0.570 2.604 0.0055
F -0.847 2.753 3.313 0.0002
F 0.028 2.067 1.310 0.0107
S -1.722 -4.228 1.922 0.0527
C -1.260 -2.820 1.378 0.0377
N -0.830 -1.812 0.939 -0.0159
```

3.
Formula: C4H6N
Source: the OMol25 dataset
Level of theory: ωB97M-V/def2-TZVPD

Summary:
- Net charge: +1
- ΔE to the lowest compared entry with this formula, charge and spin: 3.819 eV
- LUMO level (spin up / spin down): -7.042 / -7.141 eV
- Orbital gap (spin up / spin down): 0.285 / 0.270 hartree

The geometry in XYZ format:
```
11
Properties=species:S:1:pos:R:3:nbo_charge:R:1
C -0.209 0.957 -0.020 0.1318
C 0.554 -0.312 -0.156 0.1197
C -1.493 0.296 -0.016 -0.3423
C 2.085 -0.313 0.027 -0.0813
N -0.815 -0.947 -0.175 -0.5117
H 0.061 2.032 0.136 0.2576
H -2.115 0.257 0.907 0.2799
H -2.237 0.576 -0.826 0.2796
H 2.678 0.502 -0.032 0.2190
H 2.569 -1.229 -0.118 0.2153
H -1.079 -1.818 0.272 0.4324
```

Number 1: total energy -112244.062 eV. Number 2: total energy -91425.593 eV. Number 3: total energy -5722.981 eV.